C21H34N4O5 | the ωB97M-V functional and the def2-TZVPD basis

Computed properties:
HOMO level (eV): -8.78
SMILES: CC(C)C[C@@H](NC(=O)[C@@H](COCc1ccccc1)NC(=O)OC(C)(C)C)C(=O)NN
LUMO level (eV): 0.57
Kohn-Sham gap (hartree): 0.343

Last column: natural (NBO) charge in e.
CARTESIAN COORDINATES (ANGSTROEM)
C 0.8928 -2.8394 -2.3325  -0.60
H 0.7131 -3.9023 -2.4793  0.20
H 0.7718 -2.3342 -3.2877  0.21
H 1.9214 -2.7085 -2.0032  0.20
C -0.0762 -2.2702 -1.2977  -0.22
C 0.1270 -2.9641 0.0470  -0.61
H -0.1436 -4.0155 -0.0237  0.21
H -0.4735 -2.5043 0.8279  0.19
H 1.1710 -2.8973 0.3458  0.21
C -1.5111 -2.4150 -1.8226  -0.40
C -2.5912 -1.8876 -0.8641  -0.13
N -2.2905 -0.5407 -0.4055  -0.63
C -1.9798 0.5170 -1.1692  0.69
O -2.0824 0.5639 -2.3828  -0.64
C -1.3665 1.6756 -0.3648  -0.16
N -0.0859 1.2300 0.1355  -0.65
C 1.0911 1.6547 -0.4010  0.91
O 1.2047 2.6400 -1.0844  -0.66
O 2.0656 0.8143 -0.0190  -0.54
C 3.4287 1.0217 -0.4645  0.28
C 3.4977 0.9723 -1.9907  -0.65
H 4.5336 1.0316 -2.3127  0.21
H 2.9456 1.8040 -2.4190  0.24
H 3.0665 0.0419 -2.3542  0.21
C 3.9633 2.3497 0.0681  -0.64
H 5.0102 2.4584 -0.2008  0.21
H 3.4003 3.1750 -0.3587  0.24
H 3.8678 2.3817 1.1510  0.21
C 4.1969 -0.1538 0.1407  -0.61
H 3.7920 -1.0918 -0.2299  0.21
H 4.1034 -0.1422 1.2227  0.21
H 5.2468 -0.0896 -0.1286  0.21
H -0.0536 0.3778 0.6761  0.41
H -1.1637 2.5019 -1.0549  0.27
C -2.2783 2.1848 0.7646  -0.07
O -2.5559 1.1952 1.7406  -0.56
C -2.0603 1.4487 3.0483  -0.08
C -0.5649 1.2913 3.1560  -0.07
C 0.2672 2.3964 3.2627  -0.20
C 1.6402 2.2350 3.3338  -0.20
C 2.1932 0.9678 3.2930  -0.20
C 1.3722 -0.1408 3.1727  -0.22
C 0.0005 0.0212 3.1059  -0.18
H -0.6448 -0.8431 3.0258  0.20
H 1.7998 -1.1317 3.1363  0.22
H 3.2636 0.8426 3.3640  0.22
H 2.2765 3.1029 3.4244  0.22
H -0.1581 3.3892 3.3030  0.21
H -2.5655 0.7082 3.6756  0.20
H -2.3644 2.4517 3.3740  0.18
H -3.2349 2.4919 0.3246  0.20
H -1.8067 3.0565 1.2264  0.19
H -2.3462 -0.3655 0.5900  0.43
H -2.6270 -2.5216 0.0260  0.23
C -3.9714 -2.0334 -1.5256  0.64
O -4.7661 -2.8880 -1.1710  -0.65
N -4.2062 -1.1849 -2.5330  -0.48
H -3.5063 -0.5099 -2.8414  0.43
N -5.3669 -1.2925 -3.3248  -0.65
H -6.0395 -0.5757 -3.0463  0.35
H -5.7802 -2.2009 -3.1060  0.38
H -1.5839 -1.8777 -2.7690  0.23
H -1.7259 -3.4684 -2.0132  0.22
H 0.1471 -1.2045 -1.1805  0.20